132
Properties=species:S:1:pos:R:3 method="wB97M-V/def2-TZVPD" fmax_ha_per_bohr=0.0573 total_charge=+1 e_homo_ha=-0.388
C 2.837 0.251 -0.582
C 2.807 1.785 -0.003
Br 2.689 1.817 2.034
C 1.725 2.782 -0.724
C 0.147 2.235 -0.629
C -0.589 2.899 0.694
C -2.178 3.236 0.486
C -2.899 2.333 -0.724
C -3.411 0.963 -0.027
Cl -2.072 -0.206 0.551
C -4.644 0.183 -0.848
C -4.598 -1.447 -0.694
Cl -6.301 0.724 -0.120
C -1.981 2.261 -2.046
I -1.777 0.366 -3.084
N -0.550 2.807 -1.841
H 2.635 -0.497 0.319
H 1.987 0.081 -1.400
H 3.857 0.010 -1.105
H 3.884 2.244 -0.234
H 1.821 3.900 -0.335
H 1.993 2.838 -1.886
H 0.172 1.066 -0.632
H -0.031 3.914 0.930
H -0.393 2.210 1.650
H -2.385 4.362 0.210
H -2.707 3.031 1.530
H -3.877 2.962 -0.999
H -3.947 1.302 0.988
H -4.679 0.517 -1.993
H -3.609 -1.956 -1.072
H -5.462 -1.871 -1.401
H -4.915 -1.801 0.401
H -2.451 3.022 -2.840
H -0.585 3.862 -1.731
H -0.050 2.571 -2.750
C 2.774 -1.603 6.281
O 1.553 -1.502 5.556
C 1.758 -1.062 4.210
C 1.671 -2.233 3.225
O 2.766 -3.137 3.397
C 2.386 -4.312 4.107
H 2.576 -2.134 7.216
H 3.533 -2.157 5.722
H 3.146 -0.602 6.518
H 2.713 -0.535 4.110
H 0.956 -0.351 3.982
H 1.739 -1.840 2.205
H 0.711 -2.756 3.319
H 1.777 -4.953 3.464
H 1.836 -4.074 5.020
H 3.294 -4.855 4.383
C -7.898 4.176 4.814
O -7.716 2.783 5.049
C -7.584 2.043 3.831
C -6.120 1.684 3.557
O -5.346 2.851 3.264
C -4.554 3.263 4.373
H -7.783 4.702 5.766
H -7.160 4.568 4.109
H -8.907 4.357 4.433
H -8.018 2.592 2.989
H -8.154 1.116 3.959
H -6.075 1.041 2.672
H -5.687 1.127 4.398
H -3.716 2.572 4.507
H -5.140 3.316 5.293
H -4.155 4.258 4.159
C -4.604 1.860 -7.985
O -3.646 1.370 -7.053
C -4.199 0.380 -6.179
C -3.776 -1.030 -6.601
O -4.365 -1.395 -7.852
C -3.441 -1.297 -8.931
H -4.077 2.445 -8.743
H -5.137 1.046 -8.484
H -5.318 2.511 -7.473
H -5.290 0.465 -6.131
H -3.801 0.582 -5.178
H -4.141 -1.745 -5.856
H -2.683 -1.117 -6.642
H -2.718 -2.116 -8.875
H -2.916 -0.339 -8.930
H -3.997 -1.386 -9.869
C 4.007 -0.409 -6.895
O 3.292 -1.622 -6.687
C 3.859 -2.410 -5.635
C 3.041 -2.285 -4.346
O 3.139 -0.968 -3.796
C 1.977 -0.188 -4.060
H 3.414 0.231 -7.553
H 4.183 0.125 -5.957
H 4.963 -0.623 -7.383
H 4.907 -2.141 -5.464
H 3.830 -3.454 -5.969
H 3.453 -2.973 -3.600
H 1.993 -2.563 -4.516
H 1.147 -0.537 -3.437
H 1.691 -0.229 -5.113
H 2.195 0.851 -3.801
C 2.886 -7.225 1.356
O 1.597 -7.170 1.956
C 0.657 -8.024 1.296
C 0.427 -9.314 2.090
O 1.599 -10.134 2.096
C 2.307 -10.051 3.328
H 3.596 -6.724 2.020
H 3.221 -8.256 1.205
H 2.871 -6.698 0.397
H 0.978 -8.245 0.272
H -0.289 -7.473 1.240
H -0.364 -9.892 1.600
H 0.097 -9.093 3.113
H 1.758 -10.588 4.108
H 2.467 -9.015 3.635
H 3.282 -10.527 3.196
C 4.051 5.172 3.063
O 5.034 5.529 2.097
C 5.510 6.866 2.280
C 6.885 6.877 2.956
O 6.800 6.420 4.309
C 7.256 5.078 4.453
H 3.885 4.094 3.001
H 4.373 5.416 4.079
H 3.111 5.685 2.840
H 4.789 7.466 2.846
H 5.607 7.308 1.282
H 7.252 7.909 2.991
H 7.610 6.283 2.386
H 8.346 5.046 4.364
H 6.804 4.415 3.712
H 6.976 4.725 5.449

154
Properties=species:S:1:pos:R:3 method="wB97M-V/def2-TZVPD" fmax_ha_per_bohr=0.0717 total_charge=-2 e_homo_ha=-0.233 relative_energy_kcal_mol=173.3
C -2.003 -3.505 4.518
C -0.603 -3.697 3.947
C -0.651 -3.738 2.401
C 0.786 -3.885 1.702
P 1.662 -5.390 1.946
C 2.330 -5.479 3.680
C 2.985 -4.203 4.075
C 3.425 -4.361 5.626
C 2.338 -4.333 6.733
C 3.034 -5.359 0.653
C 2.451 -5.505 -0.772
C 3.555 -5.646 -1.831
C 3.181 -5.809 -3.256
C 0.803 -6.904 1.627
C -0.262 -7.284 2.659
C -1.010 -8.462 2.095
C -2.317 -8.690 2.773
H -2.483 -4.448 4.257
H -2.589 -2.749 3.997
H -1.977 -3.224 5.571
H -0.190 -4.563 4.466
H -0.007 -2.813 4.173
H -0.911 -2.768 1.977
H -1.283 -4.551 2.042
H 1.372 -3.029 2.036
H 0.658 -3.689 0.638
H 2.929 -6.390 3.701
H 1.523 -5.747 4.361
H 2.267 -3.393 3.943
H 3.831 -4.057 3.403
H 3.994 -3.450 5.810
H 4.142 -5.166 5.789
H 1.762 -3.412 6.648
H 2.778 -4.284 7.729
H 1.629 -5.161 6.710
H 3.686 -6.215 0.828
H 3.540 -4.394 0.654
H 1.893 -4.591 -0.978
H 1.752 -6.341 -0.726
H 4.255 -6.439 -1.568
H 4.224 -4.799 -1.684
H 3.936 -6.096 -3.989
H 2.530 -5.017 -3.625
H 2.516 -6.672 -3.210
H 1.569 -7.641 1.389
H 0.337 -6.702 0.663
H -1.038 -6.524 2.752
H 0.104 -7.430 3.675
H -0.369 -9.336 2.212
H -1.234 -8.454 1.028
H -2.604 -9.740 2.729
H -3.152 -8.136 2.344
H -2.305 -8.429 3.831
C -4.792 9.893 1.227
C -3.818 9.227 2.086
C -3.394 7.921 1.413
C -2.243 7.160 2.131
P -1.859 5.520 1.346
C -0.269 5.051 2.032
C -0.531 4.515 3.497
C 0.794 4.287 4.300
C 0.492 3.623 5.661
C -3.241 4.440 1.796
C -3.189 3.026 1.216
C -4.386 2.112 1.684
C -4.479 0.890 0.767
C -1.676 5.434 -0.483
C -0.421 6.247 -1.014
C -0.171 6.265 -2.528
C 1.225 6.807 -2.724
H -5.677 9.294 1.013
H -4.280 10.260 0.338
H -5.121 10.886 1.533
H -4.234 8.921 3.046
H -2.985 9.900 2.289
H -3.112 8.057 0.368
H -4.260 7.270 1.295
H -2.644 6.951 3.123
H -1.312 7.697 2.315
H 0.497 5.822 1.954
H -0.041 4.219 1.366
H -1.054 3.560 3.531
H -1.003 5.232 4.169
H 1.174 5.288 4.506
H 1.427 3.679 3.654
H -0.140 2.749 5.506
H 0.013 4.371 6.292
H 1.431 3.447 6.186
H -4.192 4.954 1.660
H -3.258 4.274 2.873
H -2.280 2.528 1.554
H -3.200 3.081 0.127
H -5.276 2.737 1.608
H -4.235 1.817 2.723
H -4.511 1.242 -0.264
H -5.198 0.102 0.994
H -3.571 0.293 0.683
H -2.584 5.766 -0.987
H -1.518 4.388 -0.746
H 0.488 5.962 -0.485
H -0.637 7.292 -0.793
H -0.852 6.818 -3.174
H -0.291 5.218 -2.806
H 1.649 6.716 -3.724
H 1.891 6.401 -1.964
H 1.203 7.894 -2.648
C 1.746 1.108 -3.855
C 0.518 0.541 -3.176
O 0.355 0.692 -1.987
N -0.582 -0.100 -4.100
H -1.451 0.412 -4.157
H -0.327 -0.078 -5.077
C -0.831 -1.576 -3.671
H 1.545 1.478 -4.861
H 2.637 0.489 -3.751
H 2.010 2.079 -3.438
H -1.282 -1.963 -4.585
H -1.517 -1.735 -2.838
H 0.118 -2.074 -3.474
P 1.344 -1.367 -8.487
F 1.069 -1.280 -10.133
F 2.663 -0.451 -8.647
F 0.396 0.015 -8.130
F 1.758 -1.542 -6.886
F -0.025 -2.175 -8.133
F 2.187 -2.675 -8.831
P 5.028 0.430 0.884
F 4.242 -0.534 -0.097
F 6.237 0.440 -0.208
F 4.311 1.608 0.081
F 5.913 1.490 1.815
F 3.909 0.517 1.977
F 5.669 -0.816 1.636
P -4.380 3.103 -5.309
F -2.743 3.389 -5.092
F -4.427 4.508 -6.149
F -4.034 2.232 -6.698
F -5.940 3.097 -5.658
F -4.345 1.666 -4.538
F -4.853 3.843 -3.887
P -3.695 -6.477 -2.178
F -5.085 -7.319 -2.330
F -2.873 -7.875 -2.103
F -3.456 -6.413 -3.808
F -2.272 -5.787 -1.972
F -4.619 -5.099 -2.313
F -3.732 -6.402 -0.564
P 7.389 4.393 -5.294
F 6.614 5.249 -4.153
F 8.716 5.279 -4.796
F 7.710 3.235 -4.169
F 8.271 3.738 -6.502
F 6.000 3.756 -5.729
F 6.973 5.552 -6.307

132
Properties=species:S:1:pos:R:3 method="wB97M-V/def2-TZVPD" fmax_ha_per_bohr=0.0654 total_charge=+2 e_homo_ha=-0.429
C 5.269 -0.769 4.453
C 4.520 0.276 3.634
N 5.383 0.865 2.503
C 6.604 1.570 3.069
C 5.948 -0.149 1.539
C 5.022 -1.071 0.794
C 4.584 1.914 1.768
C 4.985 2.381 0.399
O 6.375 2.790 0.416
C 6.860 3.481 -0.660
H 6.166 -0.323 4.858
H 5.499 -1.619 3.806
H 4.606 -1.033 5.244
H 4.228 1.145 4.234
H 3.625 -0.170 3.210
H 6.269 2.197 3.914
H 7.153 2.084 2.237
H 7.297 0.766 3.440
H 6.752 -0.750 2.023
H 6.549 0.500 0.833
H 4.708 -1.959 1.277
H 5.622 -1.401 -0.041
H 4.225 -0.551 0.276
H 4.766 2.790 2.370
H 3.513 1.789 1.803
H 4.344 3.191 0.038
H 4.930 1.570 -0.324
H 6.401 4.483 -0.881
H 6.774 2.905 -1.591
H 7.931 3.644 -0.455
C -0.686 5.752 0.003
C -2.086 5.409 -0.520
N -2.297 3.935 -0.936
C -3.761 3.592 -1.196
C -1.399 3.533 -2.152
C -1.264 4.595 -3.302
C -1.884 2.971 0.188
C -2.768 3.016 1.373
O -2.300 4.054 2.170
C -3.242 4.328 3.188
H 0.094 5.508 -0.711
H -0.402 5.197 0.915
H -0.699 6.759 0.339
H -2.371 5.999 -1.420
H -2.958 5.575 0.197
H -4.458 4.037 -0.466
H -3.863 2.458 -1.207
H -4.107 4.027 -2.131
H -1.703 2.530 -2.553
H -0.467 3.400 -1.608
H -2.096 5.233 -3.536
H -1.108 4.066 -4.290
H -0.436 5.304 -3.142
H -0.868 3.161 0.460
H -2.096 2.062 -0.354
H -2.741 2.000 1.822
H -3.800 3.178 1.124
H -2.726 4.994 3.926
H -3.499 3.430 3.703
H -4.089 4.769 2.760
C -4.076 -2.094 3.607
C -2.744 -2.722 3.155
N -1.865 -1.740 2.408
C -2.709 -1.230 1.209
C -1.399 -0.494 3.242
C -0.758 -0.853 4.577
C -0.554 -2.454 1.972
C -0.859 -3.626 1.141
O -0.848 -4.792 1.951
C -0.936 -5.938 1.167
H -3.858 -1.388 4.455
H -4.643 -2.972 4.029
H -4.589 -1.544 2.687
H -2.859 -3.596 2.502
H -2.114 -3.081 3.971
H -2.099 -0.652 0.416
H -3.358 -0.499 1.657
H -3.209 -2.101 0.683
H -2.327 0.088 3.377
H -0.559 -0.080 2.641
H -0.685 0.099 5.200
H 0.329 -1.188 4.522
H -1.358 -1.586 5.159
H -0.039 -2.780 2.853
H 0.102 -1.694 1.501
H -0.075 -3.711 0.347
H -1.866 -3.482 0.757
H -1.938 -6.106 0.646
H -0.912 -6.820 1.836
H -0.225 -5.913 0.350
C -2.294 -5.419 -2.337
C -0.947 -4.605 -2.472
C -1.308 -3.195 -2.688
N -0.112 -2.273 -3.243
C -0.391 -0.779 -3.122
C -1.444 -0.259 -4.086
C -0.975 -0.640 -5.505
C -0.804 -2.143 -5.667
C 0.207 -2.686 -4.653
C 1.069 -2.687 -2.423
H -2.020 -6.472 -2.228
H -2.857 -5.342 -3.256
H -2.844 -5.000 -1.503
H -0.249 -5.018 -3.194
H -0.372 -4.644 -1.586
H -1.669 -2.673 -1.809
H -2.142 -2.972 -3.339
H -0.631 -0.596 -2.096
H 0.554 -0.314 -3.301
H -2.398 -0.671 -3.888
H -1.488 0.823 -4.000
H -1.586 -0.192 -6.273
H 0.013 -0.270 -5.747
H -1.798 -2.560 -5.574
H -0.457 -2.426 -6.706
H 0.139 -3.762 -4.709
H 1.189 -2.274 -4.881
H 1.837 -2.003 -2.623
H 1.343 -3.697 -2.659
H 0.693 -2.593 -1.431
C -4.717 -1.219 -2.885
C -4.505 -0.356 -1.624
O -3.539 0.483 -1.561
O -5.180 -0.688 -0.641
H -3.879 -1.988 -2.857
H -4.754 -0.654 -3.828
H -5.668 -1.736 -2.731
B 1.243 0.557 0.460
F 1.723 1.878 0.251
F -0.145 0.716 0.663
F 1.491 -0.146 -0.731
F 1.876 0.028 1.636